<P>
The following is a DFT calculation (the ωB97M-V functional and the def2-TZVPD basis) of a cluster of 2 separate species, C4H12NO2 in total.

Positions of all 19 atoms, in Å:
C 0.548 -1.503 0.548
C 0.119 -0.067 0.867
C 1.328 0.667 1.381
N -0.462 0.645 -0.280
C 0.202 0.564 -1.660
O 0.372 1.803 -2.034
H 1.471 -1.492 -0.091
H 0.574 -2.206 1.361
H -0.245 -1.901 -0.079
H -0.723 -0.072 1.608
H 1.879 1.219 0.578
H 1.195 1.314 2.269
H 2.179 0.036 1.779
H -0.594 1.643 -0.238
H 1.241 0.062 -1.543
H -0.611 0.119 -2.151
H -3.330 0.154 -0.428
H -2.120 -0.414 -1.009
O -3.024 -0.571 -0.878

## Properties
Net charge = -1
Orbital gap = 6.6 eV
HOMO energy = -2.601 eV

=====

<Q>
The following is a DFT calculation (the ωB97M-V functional and the def2-TZVPD basis) of a cluster of 2 separate species, C4H12NO2 in total.

Positions of all 19 atoms, in Å:
C -1.130 1.038 -2.626
N -0.379 -0.182 -2.922
C 0.505 -0.543 -1.751
O -0.083 -0.684 -0.573
H -1.880 0.894 -1.837
H -1.588 1.449 -3.528
H -0.388 1.730 -2.210
H -1.031 -0.922 -3.161
H 1.222 0.330 -1.781
H 1.086 -1.421 -2.116
C 0.683 -0.054 2.075
O 1.103 -0.367 3.427
C -0.680 0.618 2.156
H 1.400 0.687 1.705
H 0.599 -0.880 1.369
H 1.788 -1.032 3.367
H -0.514 1.603 2.617
H -1.035 0.766 1.138
H -1.425 0.155 2.808

## Properties
Net charge = -1
Orbital gap = 6.5 eV
HOMO energy = -2.800 eV

=====

The winner here is <Q>, beating the second structure by 48.7 kJ/mol.

=====

<P>
The following is a DFT calculation (the ωB97M-V functional and the def2-TZVPD basis) of the molecule C3H5NO3.

Positions of all 12 atoms, in Å:
C -2.956 -0.271 -0.012
N -1.856 0.324 0.175
O -0.748 -0.571 0.057
C 0.417 0.176 -0.108
O 0.509 1.397 -0.112
O 1.408 -0.768 -0.164
C 2.731 -0.165 0.127
H -3.082 -1.336 -0.383
H -3.747 0.433 0.093
H 2.738 0.335 1.139
H 3.137 0.403 -0.691
H 3.435 -1.007 0.330

## Properties
Orbital gap = 11.7 eV
HOMO energy = -10.778 eV
SMILES = C=NOC(=O)OC

=====

<Q>
The following is a DFT calculation (the ωB97M-V functional and the def2-TZVPD basis) of the molecule C3H5NO3.

Positions of all 12 atoms, in Å:
C -0.184 2.010 -0.069
C 0.590 -0.957 0.182
N 1.140 -1.699 -0.798
C -1.433 0.187 0.645
O -1.102 1.430 0.652
O 1.085 -0.653 1.226
O -0.775 -0.719 -0.145
H 0.578 -1.956 -1.593
H 2.054 -2.099 -0.654
H 0.187 1.569 -0.984
H -0.123 3.069 0.068
H -2.016 -0.183 1.471

## Properties
Orbital gap (alpha / beta) = 8.3 / 8.2 eV
HOMO energy (alpha / beta) = -7.537 / -7.362 eV

=====

<R>
The following is a DFT calculation (the ωB97M-V functional and the def2-TZVPD basis) of the molecule C3H5NO3.

Positions of all 12 atoms, in Å:
C -1.683 -0.631 0.350
N -0.795 -0.050 -0.634
C 0.336 0.615 -0.193
O 0.725 1.810 -0.724
C 1.217 -0.466 -0.032
O 0.582 -1.541 -0.352
O 2.548 -0.425 0.067
H -2.531 0.058 0.437
H -2.063 -1.581 -0.029
H -1.235 -0.768 1.341
H 0.086 2.482 -0.451
H 2.814 0.497 0.221

## Properties
Orbital gap (alpha / beta) = 8.3 / 7.8 eV
HOMO energy (alpha / beta) = -8.343 / -8.713 eV
SMILES = C/N=C(/O)C(=O)O

=====

The winner here is <P>, beating the second structure by 68.4 kJ/mol.

=====

<P>
The following is a DFT calculation (the ωB97M-V functional and the def2-TZVPD basis) of the molecule C3H7N3.

Positions of all 13 atoms, in Å:
H 0.845 -2.399 -1.630
N 0.564 -2.132 -0.710
C 0.313 -0.871 -0.746
N -0.231 -0.175 0.313
N -0.436 -0.886 1.542
C -0.599 1.157 0.322
C 0.223 2.088 -0.236
H 0.323 -0.273 -1.709
H -0.949 -1.721 1.251
H 0.525 -1.171 1.793
H -1.651 1.396 0.819
H -0.217 3.125 -0.310
H 1.290 1.861 -0.698

## Properties
Orbital gap = 9.6 eV
HOMO energy = -8.632 eV
SMILES = [H]/N=C/N(N)C=C

=====

<Q>
The following is a DFT calculation (the ωB97M-V functional and the def2-TZVPD basis) of the molecule C3H7N3.

Positions of all 13 atoms, in Å:
H 3.283 -0.549 0.505
N 2.719 0.088 -0.060
C 1.581 0.289 0.489
N 0.628 1.013 -0.137
C -0.540 0.427 -0.217
C -0.788 -1.064 -0.161
N -1.599 1.211 -0.578
H 1.247 -0.220 1.444
H -1.605 -1.339 -0.835
H -1.063 -1.337 0.861
H 0.095 -1.632 -0.460
H -2.535 0.905 -0.348
H -1.423 2.206 -0.502

## Properties
Orbital gap = 9.7 eV
HOMO energy = -8.878 eV
SMILES = [H]/N=C/N=C(\C)N

=====

The winner here is <Q>, beating the second structure by 166.4 kJ/mol.

=====

<P>
The following is a DFT calculation (the ωB97M-V functional and the def2-TZVPD basis) of a cluster of 4 separate species, C4H14O3 in total.

Positions of all 21 atoms, in Å:
C -1.071 -2.247 1.096
C -1.035 -2.460 -0.426
C -0.173 -1.858 -1.327
C 0.083 -2.302 -2.708
H -1.438 -1.246 1.295
H -1.605 -3.082 1.549
H -0.028 -2.118 1.397
H -1.811 -3.090 -0.905
H 0.699 -1.542 -0.744
H -0.183 -1.539 -3.456
H -0.468 -3.194 -3.007
H 1.141 -2.563 -2.817
O 0.848 0.957 0.883
H 0.342 1.582 1.391
H 0.341 0.200 0.587
O -1.157 4.227 3.162
H -0.980 4.822 3.894
H -0.344 4.245 2.655
O 1.946 2.021 -1.447
H 1.906 1.820 -0.495
H 2.661 1.430 -1.708

## Properties
Orbital gap = 9.7 eV
HOMO energy = -9.187 eV
SMILES = C/C=C/C.O.O.O

=====

<Q>
The following is a DFT calculation (the ωB97M-V functional and the def2-TZVPD basis) of a cluster of 4 separate species, C4H14O3 in total.

Positions of all 21 atoms, in Å:
C -0.794 -2.324 -0.651
C -0.257 -1.622 0.341
C 0.294 -0.213 0.088
C 0.772 0.373 1.399
H -1.281 -3.277 -0.485
H -0.589 -2.029 -1.673
H -0.349 -1.992 1.357
H 1.073 -0.276 -0.668
H -0.524 0.345 -0.370
H 0.064 0.157 2.195
H 1.710 0.000 1.806
H 0.906 1.460 1.413
O 0.713 -0.322 -2.923
H 0.622 0.647 -2.897
H 0.708 -0.481 -3.873
O -2.158 0.723 3.125
H -2.553 1.244 2.423
H -1.456 0.183 2.764
O 1.000 2.612 -1.506
H 0.387 2.069 -0.996
H 1.714 2.724 -0.867

## Properties
Orbital gap = 10.2 eV
HOMO energy = -9.599 eV
SMILES = C=CCC.O.O.O

=====

The winner here is <Q>, beating the second structure by 27.7 kJ/mol.

=====

<P>
The following is a DFT calculation (the ωB97M-V functional and the def2-TZVPD basis) of a cluster of 3 separate species, C4H14O3 in total.

Positions of all 21 atoms, in Å:
C -3.027 2.071 0.150
C -2.359 1.517 -1.099
O -1.097 1.974 -0.994
H -2.693 1.726 1.128
H -4.050 1.694 0.124
H -3.130 3.156 0.173
H -2.772 1.890 -2.036
H -2.123 0.455 -1.027
H -0.914 1.867 -0.057
C 1.216 -2.618 -0.162
C 2.595 -2.136 -0.536
O 2.769 -0.727 -0.288
H 0.410 -2.191 -0.759
H 0.951 -2.464 0.884
H 1.128 -3.656 -0.485
H 2.805 -2.154 -1.606
H 3.353 -2.702 0.004
H 3.248 -0.243 -0.966
O 0.994 1.144 2.430
H 1.493 0.596 1.825
H 1.203 0.797 3.297

## Properties
Orbital gap = 10.3 eV
HOMO energy = -9.565 eV
SMILES = CCO.CCO.O

=====

<Q>
The following is a DFT calculation (the ωB97M-V functional and the def2-TZVPD basis) of a cluster of 4 separate species, C4H14O3 in total.

Positions of all 21 atoms, in Å:
C 1.924 -3.079 1.154
C 0.998 -2.211 1.518
C 0.181 -1.376 0.580
C 0.754 -1.905 2.978
H 2.457 -3.622 1.937
H 2.168 -3.284 0.114
H 0.134 -0.334 0.884
H -0.832 -1.758 0.479
H 0.592 -1.347 -0.435
H 0.695 -2.793 3.607
H -0.138 -1.287 3.172
H 1.576 -1.283 3.359
O -3.478 3.667 -4.288
H -2.569 3.322 -4.287
H -4.022 2.932 -4.585
O -1.720 0.753 -2.935
H -1.498 -0.146 -3.195
H -1.676 0.767 -1.974
O 2.081 2.494 2.076
H 2.667 3.227 1.888
H 2.314 2.056 2.900

## Properties
Orbital gap = 10.0 eV
HOMO energy = -9.383 eV
SMILES = C=C(C)C.O.O.O

=====

The winner here is <Q>, beating the second structure by 79.9 kJ/mol.

=====

<P>
The following is a DFT calculation (the ωB97M-V functional and the def2-TZVPD basis) of the molecule C5H13NO2.

Positions of all 21 atoms, in Å:
C -1.330 -1.341 2.185
N -0.871 -1.192 0.809
C -0.214 0.041 0.453
C -1.099 0.974 -0.381
O -0.513 2.178 -0.792
C 1.210 -0.220 -0.174
C 1.152 -1.342 -1.206
O 1.637 0.921 -0.958
H -0.530 -1.153 2.909
H -1.476 -2.411 2.358
H -2.269 -0.866 2.492
H -1.675 -1.355 0.227
H 0.021 0.629 1.302
H -1.670 0.444 -1.136
H -1.934 1.287 0.268
H 0.103 1.987 -1.510
H 1.996 -0.358 0.577
H 0.583 -2.136 -0.777
H 2.105 -1.842 -1.399
H 0.701 -0.955 -2.106
H 2.020 1.633 -0.438

## Properties
Orbital gap = 9.6 eV
HOMO energy = -8.752 eV
SMILES = CN[C@H](CO)[C@@H](C)O

=====

<Q>
The following is a DFT calculation (the ωB97M-V functional and the def2-TZVPD basis) of a cluster of 2 separate species, C5H13NO2 in total.

Positions of all 21 atoms, in Å:
C -0.873 -2.535 -1.105
C -0.893 -1.013 -1.215
C -2.274 -0.430 -1.294
O -3.363 -0.904 -1.169
O -2.130 0.962 -1.329
H -1.458 -2.981 -1.909
H -1.315 -2.919 -0.183
H 0.155 -2.894 -1.095
H -0.481 -0.544 -0.320
H -0.245 -0.762 -2.046
H -2.897 1.304 -1.810
C 2.217 0.377 0.872
C 1.612 1.770 1.200
N 0.709 1.718 2.363
H 2.017 -0.318 1.677
H 3.288 0.449 0.723
H 1.758 -0.002 -0.042
H 2.481 2.398 1.390
H 1.081 2.151 0.327
H -0.234 1.636 2.026
H 0.847 2.533 2.939

## Properties
Orbital gap = 10.0 eV
HOMO energy = -9.250 eV
SMILES = CCC(=O)O.CCN

=====

<R>
The following is a DFT calculation (the ωB97M-V functional and the def2-TZVPD basis) of a cluster of 3 separate species, C5H13NO2 in total.

Positions of all 21 atoms, in Å:
N 0.523 0.917 0.992
C -0.185 -0.368 0.906
C -1.601 -0.075 0.786
C -2.201 0.223 -0.444
C -3.496 0.531 -0.615
C 0.346 -1.244 -0.266
H -0.105 1.713 1.084
H 0.008 -0.949 1.804
H -2.162 0.110 1.705
H -1.586 0.195 -1.334
H -4.184 0.561 0.219
H -3.877 0.770 -1.594
H -0.328 -2.086 -0.449
H 1.339 -1.604 0.019
H 0.443 -0.624 -1.151
H 4.379 -0.681 0.511
H 1.222 1.071 0.211
O 3.429 -0.808 0.435
H 3.076 -0.065 -0.185
H 2.730 1.502 -1.603
O 2.231 0.913 -1.031

## Properties
Orbital gap = 4.6 eV
HOMO energy = -7.810 eV

=====

The winner here is <Q>, beating the second structure by 112.9 kJ/mol.